Entry from the Open Molecules 2025 dataset: a structure of composition C19H52BeNO21S6 (wB97M-V/def2-TZVPD).

Each line ends with the Löwdin charge.
Element x y z (Å)
S 3.530 3.119 0.235  0.71
S -3.204 -3.038 0.327  0.73
S -1.502 2.431 2.345  0.70
S 2.165 -3.808 -1.570  0.68
S 6.006 -1.711 0.084  0.71
S -3.837 1.151 -4.161  0.68
O 3.742 2.111 -0.787  -0.35
O -4.828 -2.794 0.530  -0.25
O -2.929 -4.486 0.192  -0.30
O 3.385 4.543 -0.027  -0.27
O -4.098 2.528 -5.065  -0.27
O 2.926 -4.613 -0.651  -0.27
O -0.490 -0.019 -0.641  -0.06
O 1.622 -0.236 -0.550  -0.05
O 4.927 -1.239 -0.769  -0.34
O 0.923 0.224 -2.382  0.01
O 4.814 2.857 1.321  -0.29
O -2.532 2.595 3.675  -0.27
O -2.445 -2.281 1.337  -0.34
O 7.436 -1.469 -0.242  -0.28
O 2.742 -2.633 -2.127  -0.31
O -4.943 0.814 -3.281  -0.31
O 5.688 -1.231 1.640  -0.25
O -1.072 3.688 1.755  -0.28
O -3.317 0.133 -5.048  -0.30
O -0.539 1.411 2.668  -0.31
O 1.621 -4.863 -2.768  -0.27
N 0.141 -1.038 1.790  0.30
C -3.054 -2.270 -1.384  -0.06
C -5.228 -1.742 1.411  -0.25
C 5.266 3.980 2.066  -0.28
C 4.351 -1.278 2.169  -0.29
C 5.896 -3.511 0.345  -0.09
C -6.231 -0.897 0.574  -0.05
C -2.295 1.734 -3.169  -0.07
C 0.657 0.016 -1.178  -1.06
C 0.469 -3.328 -0.970  -0.07
C -2.950 4.856 4.193  -0.06
C 4.335 -0.453 3.405  -0.04
C -3.571 3.568 3.684  -0.27
C 0.983 -6.076 -2.490  -0.28
C -6.134 3.517 -4.463  -0.07
C -2.765 1.754 1.164  -0.07
C 2.011 -7.237 -2.593  -0.05
C -4.603 3.666 -4.436  -0.29
C 2.110 2.546 1.326  -0.08
C 6.594 4.261 1.384  -0.07
Be 3.374 -0.056 -2.421  1.18
H -2.661 4.770 5.241  0.08
H 3.527 -1.001 1.511  0.10
H -4.419 -1.171 1.868  0.09
H -3.194 0.908 1.701  0.06
H -1.492 1.824 -3.901  0.07
H -4.303 3.154 4.377  0.13
H -2.977 -1.188 -1.272  0.05
H -0.774 -1.465 1.776  0.08
H 7.235 3.380 1.403  0.08
H 2.137 3.196 2.201  0.08
H 4.611 4.848 1.991  0.11
H 0.567 -6.038 -1.483  0.11
H -2.555 2.643 -2.627  0.05
H 2.231 1.495 1.588  0.04
H 0.230 -6.126 -3.276  0.13
H 0.912 -1.684 1.881  0.13
H 5.983 -3.995 -0.627  0.08
H 5.330 3.593 3.082  0.12
H 1.235 2.667 0.687  0.06
H 5.292 -0.515 3.923  0.10
H -6.451 2.559 -4.053  0.06
H -4.246 4.404 -5.154  0.13
H 6.508 4.679 0.381  0.09
H -2.218 1.543 0.245  0.05
H -5.718 -2.165 2.288  0.12
H -3.537 2.508 1.012  0.06
H -2.108 0.933 -2.454  0.02
H -6.619 4.306 -3.888  0.08
H 3.541 -0.925 3.983  0.09
H -6.579 -0.025 1.127  0.07
H -0.160 -4.181 -0.718  0.06
H -5.747 -0.467 -0.303  0.06
H 2.500 -7.100 -3.558  0.08
H 4.178 -2.351 2.255  0.11
H -4.259 3.881 -3.425  0.11
H -2.145 -2.623 -1.871  0.05
H -3.670 5.660 4.038  0.09
H 2.746 -7.052 -1.811  0.06
H -6.533 3.616 -5.472  0.08
H 4.067 0.571 3.144  0.07
H 0.122 -0.531 0.916  0.04
H 6.669 -3.832 1.044  0.08
H 7.119 5.002 1.987  0.08
H 0.114 -2.671 -1.764  0.07
H 1.626 -8.248 -2.457  0.08
H -1.985 5.013 3.713  0.07
H 4.976 -3.737 0.884  0.05
H -7.156 -1.333 0.195  0.08
H 0.236 -0.293 2.465  0.09
H -3.957 -2.489 -1.954  0.08
H -4.070 3.723 2.727  0.11
H 0.694 -2.862 -0.010  0.05

Maximum force   10.17 eV/Å
Net charge   +1
Kohn-Sham gap   4.82 eV
DFT total energy   -130431.8850 eV
Energy above the lowest of the compared OMol25 structures with the same formula, charge and spin   60.3 kcal per mole